{"formula": "C8H8N2S", "method": "wB97M-V/def2-TZVPD", "symbols": ["C", "C", "C", "C", "C", "C", "C", "C", "N", "N", "S", "H", "H", "H", "H", "H", "H", "H", "H"], "xyz": [[2.936, -0.591, 0.662], [1.718, -1.085, 0.334], [3.211, 0.652, 0.063], [0.956, -0.270, -0.489], [-2.445, -1.423, -0.420], [-1.077, -1.426, -0.796], [-2.370, 0.904, -0.119], [-1.946, 2.139, 0.460], [-2.921, -0.184, -0.148], [-0.364, -0.304, -0.695], [1.921, 1.144, -0.935], [3.683, -1.012, 1.372], [1.541, -2.121, 0.713], [4.232, 0.980, 0.006], [-3.194, -2.120, -0.734], [-0.570, -2.318, -1.102], [-0.856, 2.021, 0.535], [-2.263, 2.020, 1.482], [-2.191, 2.994, -0.189]], "homo_energy_ev": [-6.856, -6.856], "de_lowest_ev": 4.790, "gap_ha": [0.2716, 0.2716], "multiplicity": 1, "e_lumo_ev": [0.53, 0.53], "charge": 0}

=====

{"formula": "C8H8N2S", "method": "wB97M-V/def2-TZVPD", "symbols": ["C", "N", "C", "N", "C", "C", "C", "C", "C", "C", "S", "H", "H", "H", "H", "H", "H", "H", "H"], "xyz": [[3.494, -0.733, 0.046], [2.825, 0.446, -0.063], [1.449, 0.508, 0.010], [0.754, -0.608, -0.009], [-0.608, -0.341, -0.012], [-1.573, -1.292, 0.015], [-2.880, -0.807, -0.019], [-3.246, 0.522, 0.006], [-2.202, 1.516, 0.014], [-0.881, 1.019, 0.052], [0.573, 2.027, -0.003], [4.486, -0.597, -0.107], [3.329, -1.104, 0.974], [3.229, -1.374, -0.817], [3.431, 1.426, 0.011], [-1.442, -2.179, 0.025], [-3.925, -1.487, -0.007], [-4.237, 0.644, -0.108], [-2.577, 2.412, -0.009]], "homo_energy_ev": -7.993, "de_lowest_ev": 3.394, "smiles": "CNc1nc2ccccc2s1", "gap_ha": 0.3119, "multiplicity": 1, "e_lumo_ev": 0.49, "charge": 0}

=====

{"formula": "C8H8N2S2", "method": "wB97M-V/def2-TZVPD", "symbols": ["C", "C", "C", "C", "C", "C", "C", "C", "N", "N", "S", "S", "H", "H", "H", "H", "H", "H", "H", "H"], "xyz": [[-2.344, -2.303, 0.253], [0.312, 1.047, 0.644], [0.785, 0.298, -0.395], [-2.021, 1.247, 0.090], [-2.838, 0.024, -0.215], [-1.738, -1.072, -0.003], [3.073, -0.360, 0.347], [2.201, 0.320, -0.757], [-2.745, -3.372, 0.371], [-0.970, 0.907, 0.887], [-2.130, 2.851, -0.319], [-0.178, -1.143, -0.854], [0.949, 1.601, 1.225], [-3.608, -0.195, 0.422], [-3.216, 0.137, -1.169], [2.537, -1.212, 0.700], [3.005, 0.368, 1.160], [4.154, -0.447, 0.239], [2.185, -0.095, -1.875], [2.589, 1.399, -0.751]], "homo_energy_ev": [-8.426, -8.457], "de_lowest_ev": 5.280, "gap_ha": [0.2337, 0.2362], "multiplicity": 1, "e_lumo_ev": [-2.07, -2.03], "charge": 0}

=====

{"formula": "C8H8N2S3", "method": "wB97M-V/def2-TZVPD", "symbols": ["C", "C", "C", "C", "C", "C", "C", "C", "N", "N", "S", "S", "S", "H", "H", "H", "H", "H", "H", "H", "H"], "xyz": [[-1.591, -2.135, -0.641], [-1.831, 2.519, -0.047], [-2.831, 2.114, 0.797], [-1.703, 0.351, -0.546], [-1.262, -0.871, -0.990], [0.965, -0.771, 0.050], [2.657, -1.227, 2.390], [1.365, 0.039, -2.336], [-1.763, -3.271, -0.620], [-1.242, 1.561, -0.741], [-3.065, 0.448, 0.764], [0.963, -1.237, 1.670], [2.293, -0.169, -0.782], [-1.409, 3.489, -0.222], [-3.581, 2.577, 1.454], [2.656, -2.177, 3.027], [2.660, -0.352, 2.981], [3.257, -1.232, 1.577], [0.483, 0.498, -2.147], [0.970, -0.890, -2.657], [2.008, 0.737, -2.981]], "homo_energy_ev": [-7.617, -7.624], "de_lowest_ev": 3.952, "gap_ha": [0.2297, 0.2298], "multiplicity": 1, "e_lumo_ev": [-1.37, -1.37], "charge": 0}